H29O14 as an isolated structure, computed with the ωB97M-V functional and the def2-TZVPD basis.

Results
energy above the lowest of the compared OMol25 structures with the same formula, charge and spin	4.838	eV
E	-1070.42622	Ha
largest force on an atom	0.065	Eh/bohr

ORCA input file:
```
! RIJCOSX wB97M-V def2-TZVPD def2/J DEFGRID3
* xyz 1 1
O -1.866 -3.991 -0.401
H 4.860 0.422 -0.794
O -0.498 0.912 4.158
H -0.751 0.739 2.938
H -0.315 0.016 4.484
O 1.801 1.750 4.121
H 1.423 -1.762 -0.218
H 1.200 2.474 4.368
O 0.945 1.297 1.888
H 1.260 2.191 1.702
H 0.944 0.718 1.129
O -1.547 2.936 -1.425
H -1.222 2.309 -2.094
H -2.494 2.801 -1.448
O -0.752 -1.887 -2.466
H -1.176 -2.398 -3.152
H -0.773 -2.321 -1.597
O -0.520 -3.639 1.792
H -0.678 -2.840 2.291
H -1.072 -3.658 0.973
O -3.818 0.185 -2.561
H -3.985 -0.487 -1.877
H -3.566 -0.366 -3.303
O -1.804 0.793 2.152
H -1.802 1.084 1.215
H -2.629 -3.414 -0.291
O 4.893 0.661 0.145
H 5.127 -0.190 0.547
H 2.396 2.087 3.397
O 2.226 -1.685 -0.737
H 0.525 1.115 3.908
H 2.903 -0.827 -3.146
O 2.517 -1.628 -3.621
H -2.740 0.719 2.343
H 3.252 -2.253 -3.478
O -0.104 3.600 0.724
H -0.253 4.455 1.155
H -0.423 3.952 -0.129
O -0.467 1.042 -3.322
H -0.359 0.239 -2.814
H -0.142 1.086 -4.225
H -2.400 -4.741 -0.689
H 1.880 -1.493 -1.642
*
```